{
  "formula": "C54H123N21O12P6",
  "method": "ωB97M-V/def2-TZVPD",
  "total_charge": 1,
  "e_homo_ev": [-9.8, -9.8],
  "spin_multiplicity": 2,
  "s2": 0.761,
  "homo_lumo_gap_ev": [6.78, 2.66],
  "elements": ["C", "C", "C", "C", "C", "C", "N", "O", "O", "H", "H", "H", "H", "H", "C", "C", "C", "C", "C", "C", "N", "O", "O", "H", "H", "H", "H", "H", "C", "C", "C", "C", "C", "C", "N", "O", "O", "H", "H", "H", "H", "H", "O", "P", "N", "C", "C", "N", "C", "C", "N", "C", "C", "H", "H", "H", "H", "H", "H", "H", "H", "H", "H", "H", "H", "H", "H", "H", "H", "H", "H", "O", "P", "N", "C", "C", "N", "C", "C", "N", "C", "C", "H", "H", "H", "H", "H", "H", "H", "H", "H", "H", "H", "H", "H", "H", "H", "H", "H", "H", "O", "P", "N", "C", "C", "N", "C", "C", "N", "C", "C", "H", "H", "H", "H", "H", "H", "H", "H", "H", "H", "H", "H", "H", "H", "H", "H", "H", "H", "O", "P", "N", "C", "C", "N", "C", "C", "N", "C", "C", "H", "H", "H", "H", "H", "H", "H", "H", "H", "H", "H", "H", "H", "H", "H", "H", "H", "H", "O", "P", "N", "C", "C", "N", "C", "C", "N", "C", "C", "H", "H", "H", "H", "H", "H", "H", "H", "H", "H", "H", "H", "H", "H", "H", "H", "H", "H", "O", "P", "N", "C", "C", "N", "C", "C", "N", "C", "C", "H", "H", "H", "H", "H", "H", "H", "H", "H", "H", "H", "H", "H", "H", "H", "H", "H", "H"],
  "positions_angstrom": [[-0.13552, 5.53026, 2.17814], [0.07469, 6.02127, 0.91487], [1.36071, 6.28432, 0.46779], [2.42407, 5.76512, 1.20513], [2.18821, 5.26743, 2.49826], [0.90095, 5.21427, 3.01353], [3.74922, 5.82503, 0.59828], [3.93291, 6.38344, -0.51454], [4.65912, 5.48312, 1.32062], [-1.14244, 5.33122, 2.51415], [-0.70634, 6.30553, 0.22524], [1.45421, 6.70622, -0.52199], [3.01838, 4.91027, 3.08958], [0.73839, 4.77311, 3.98582], [-2.17775, -4.01026, 1.41043], [-2.96747, -5.13964, 1.06202], [-2.49600, -6.44202, 1.10438], [-1.16748, -6.59102, 1.40320], [-0.26638, -5.49479, 1.56294], [-0.81653, -4.23685, 1.55309], [-0.60987, -7.91178, 1.55183], [0.60443, -8.02983, 1.92832], [-1.27157, -8.86266, 1.13929], [-2.45092, -2.96562, 1.38789], [-4.03076, -5.08195, 0.88176], [-3.06818, -7.33267, 0.89048], [0.76910, -5.51896, 1.86889], [-0.18284, -3.39201, 1.77912], [-6.89109, 1.65147, 4.01214], [-6.69609, 0.44661, 3.51651], [-7.74607, -0.44745, 3.61703], [-8.99268, -0.14292, 4.23179], [-9.14360, 1.14715, 4.71622], [-8.05434, 1.99417, 4.64004], [-10.14174, -1.07369, 4.30290], [-11.22353, -0.59385, 4.62373], [-9.93202, -2.27040, 3.97107], [-6.06240, 2.33845, 3.92421], [-5.74544, 0.17782, 3.08012], [-7.63168, -1.45956, 3.25795], [-10.03199, 1.60317, 5.12759], [-8.16558, 2.87186, 5.25945], [-0.71568, -1.25868, 1.05212], [-0.93905, -0.03766, 0.21900], [-2.40593, 0.74305, 0.52874], [-3.72898, 0.28200, -0.03112], [-2.61636, 1.43597, 1.77217], [-0.95472, -0.33049, -1.46366], [-0.33324, -1.54022, -2.06425], [-1.19151, 0.75532, -2.48619], [0.32952, 1.19252, 0.32399], [0.34072, 2.47258, -0.31115], [1.60758, 0.89250, 0.95123], [-4.23851, -0.37339, 0.67525], [-3.63470, -0.12657, -1.03724], [-4.24199, 1.24118, -0.10098], [-3.25541, 0.83896, 2.42277], [-3.21264, 2.32976, 1.58859], [-1.68867, 1.76863, 2.23781], [-0.69014, -2.42856, -1.54311], [-0.57127, -1.65232, -3.12201], [0.73871, -1.40004, -1.92501], [-1.68635, 1.57717, -1.96871], [-0.18749, 1.03963, -2.80114], [-1.81905, 0.39879, -3.30301], [1.10200, 2.66438, -1.06731], [-0.63593, 2.75519, -0.70407], [0.58255, 3.22678, 0.43770], [1.83091, 1.59246, 1.75639], [2.30977, 1.09478, 0.14245], [1.59777, -0.09443, 1.41379], [3.91727, 2.32061, -6.33807], [3.27254, 3.38803, -5.57357], [4.28596, 4.73994, -5.65572], [4.37586, 5.51970, -6.84138], [5.44793, 4.85656, -4.83955], [3.05648, 3.00582, -3.91806], [2.50394, 4.00450, -3.00691], [2.82247, 1.59700, -3.45196], [1.80394, 4.00456, -6.13815], [1.03603, 3.19921, -7.14624], [1.19420, 5.32064, -5.78582], [5.41335, 5.60870, -7.16354], [4.04350, 6.53809, -6.64007], [3.81613, 5.10966, -7.68202], [6.34319, 4.45254, -5.31218], [5.44876, 4.29399, -3.90596], [5.67939, 5.88408, -4.55896], [1.42392, 4.03133, -3.15159], [2.72697, 3.86537, -1.94908], [2.87053, 4.99313, -3.28316], [3.75803, 1.05000, -3.56866], [2.57673, 1.68857, -2.39398], [1.96862, 1.07775, -3.88718], [1.58242, 3.28495, -8.08550], [1.05438, 2.11298, -7.05761], [-0.01059, 3.46827, -7.28874], [0.19265, 5.15388, -5.38935], [1.21983, 5.91306, -6.70041], [1.76448, 5.75414, -4.96426], [-3.73984, 4.99586, 1.41496], [-4.27934, 5.67335, 0.19126], [-4.51584, 7.40816, 0.45175], [-5.35324, 7.71153, 1.64326], [-3.31740, 8.17031, 0.46139], [-5.79400, 5.03539, -0.31558], [-6.06031, 3.58287, -0.05728], [-6.56539, 5.60688, -1.36902], [-3.26689, 5.55767, -1.20477], [-2.49083, 4.33702, -1.27283], [-3.61598, 6.02898, -2.55629], [-4.76079, 7.74383, 2.55763], [-6.11556, 6.97438, 1.89544], [-5.85111, 8.67357, 1.52208], [-3.58553, 9.19015, 0.73730], [-2.96965, 8.38463, -0.54917], [-2.55460, 7.69047, 1.07459], [-5.84305, 3.40410, 0.99579], [-7.11316, 3.30607, -0.11189], [-5.50524, 2.99297, -0.78667], [-6.55283, 4.94065, -2.23163], [-7.60716, 5.63222, -1.04935], [-6.13184, 6.51868, -1.77982], [-1.79168, 4.32612, -2.10901], [-1.82861, 4.23672, -0.41289], [-3.13452, 3.45738, -1.27187], [-2.77708, 6.11346, -3.24707], [-3.88971, 7.07814, -2.44482], [-4.35383, 5.37921, -3.02692], [3.77119, 0.61668, 7.31040], [4.18792, -0.09070, 6.04633], [3.01249, -1.26527, 5.54343], [1.84108, -0.83810, 4.84775], [2.77150, -2.42205, 6.37340], [5.71996, -1.00273, 6.05136], [6.58592, -0.90830, 7.23397], [5.99558, -2.10213, 5.16558], [4.38932, 0.87796, 4.58558], [4.51469, 2.32778, 4.68962], [4.85062, 0.44583, 3.24725], [2.14176, -0.14292, 4.06390], [1.26520, -0.27546, 5.58254], [1.23469, -1.64617, 4.43860], [3.72599, -2.87827, 6.63595], [2.11563, -3.15892, 5.90978], [2.30019, -2.07649, 7.29348], [7.63211, -0.95806, 6.93212], [6.50682, 0.04422, 7.75794], [6.40337, -1.72476, 7.93266], [5.55589, -3.01107, 5.57617], [5.50521, -1.95404, 4.20345], [7.05427, -2.28342, 4.98006], [3.56209, 2.84798, 4.78986], [5.07685, 2.56576, 5.59263], [5.04582, 2.80978, 3.86884], [4.31956, 1.09051, 2.54693], [4.50472, -0.56711, 3.04134], [5.93258, 0.52581, 3.14200], [-1.22438, -6.81887, -5.04934], [-2.08068, -6.64512, -3.84920], [-2.49047, -4.97052, -3.73801], [-2.18981, -4.03257, -4.82271], [-3.24362, -4.42753, -2.63689], [-1.32457, -7.05785, -2.39885], [-0.17537, -6.17877, -2.03389], [-1.04279, -8.47382, -2.09783], [-3.60499, -7.48051, -3.87715], [-3.95849, -8.31672, -5.06301], [-4.48747, -7.56767, -2.73135], [-1.47191, -4.44231, -5.53322], [-1.74454, -3.08572, -4.51729], [-3.09524, -3.90501, -5.41604], [-2.83740, -3.47467, -2.29759], [-3.27743, -5.12584, -1.80065], [-4.28744, -4.22248, -2.87459], [0.57058, -6.57349, -1.34406], [0.45217, -5.87019, -2.87001], [-0.58490, -5.32589, -1.49261], [-1.94594, -9.06451, -1.94451], [-0.38434, -8.95030, -2.82413], [-0.41139, -8.41987, -1.21095], [-3.56408, -7.94646, -6.00929], [-3.51808, -9.31101, -4.98871], [-5.03751, -8.43290, -5.16459], [-5.01824, -8.51918, -2.69992], [-5.28793, -6.83009, -2.78922], [-3.96554, -7.58697, -1.77462], [5.91751, -3.09159, 2.14311], [5.09177, -3.47843, 1.00929], [3.42773, -3.21761, 1.21874], [2.43223, -3.54973, 0.18421], [2.86599, -3.32367, 2.64903], [5.21547, -5.06958, 0.52055], [5.06132, -6.10396, 1.54410], [4.91283, -5.58891, -0.83477], [5.44653, -2.51104, -0.37572], [4.72412, -1.27090, -0.50803], [6.90311, -2.26081, -0.48051], [1.81819, -2.65169, 0.11655], [1.89199, -4.46236, 0.43586], [2.92808, -3.60788, -0.78473], [2.65153, -4.36833, 2.87442], [1.92250, -2.77793, 2.64046], [3.57831, -2.92327, 3.37041], [4.14549, -6.67512, 1.39199], [5.88738, -6.81226, 1.60754], [5.08990, -5.61042, 2.51554], [4.79541, -4.87920, -1.65369], [5.68332, -6.32006, -1.07943], [3.98164, -6.15529, -0.82097], [4.93729, -0.65740, 0.36735], [5.04939, -0.71809, -1.38933], [3.69304, -1.53603, -0.74187], [7.16554, -1.85473, 0.49638], [7.29693, -1.54576, -1.20279], [7.35230, -3.24794, -0.58960]],
  "forces_ev_per_angstrom": [[-1.54, -0.34, 0.27], [0.45, 1.03, -0.58], [-0.09, -1.21, -0.31], [-1.45, 0.52, -0.22], [0.98, 0.05, -0.38], [1.06, -0.59, -0.38], [1.49, 2.09, -0.64], [-1.08, -1.54, 1.93], [0.15, -0.60, -0.22], [-0.27, 0.16, -0.03], [-0.48, -0.08, 0.30], [0.52, 0.07, 0.06], [0.14, 0.04, -0.04], [-0.04, 0.20, 0.12], [0.12, -1.63, -1.45], [-0.75, 0.93, 0.74], [0.76, 0.43, -0.12], [2.22, 1.24, 0.57], [-1.41, -0.70, 0.58], [-0.04, 0.52, 0.57], [2.90, -2.19, -0.73], [-3.27, 0.54, -0.63], [0.45, 0.96, 0.92], [-0.73, -0.17, 0.13], [-0.13, 0.55, -0.12], [-0.28, 0.19, 0.08], [-0.04, -0.92, -0.26], [0.06, 0.04, -0.17], [1.06, 3.24, 0.96], [-0.55, -2.90, -1.05], [-1.51, -1.88, 0.38], [1.23, 0.87, -0.69], [0.09, 0.13, -0.07], [-0.91, 0.47, 1.07], [-0.01, -1.68, -0.94], [1.29, -0.80, -0.25], [-0.52, 2.65, 0.87], [-0.05, 0.45, 0.32], [-0.10, -0.25, -0.15], [-0.01, -0.12, -0.09], [-0.26, -0.72, 0.19], [0.28, 0.57, -0.56], [0.80, 1.89, -1.27], [-2.25, -0.83, 0.31], [1.41, -0.95, -1.64], [1.36, 1.19, 0.08], [-0.45, 0.69, 0.33], [-0.45, 0.50, -0.49], [0.07, 0.32, 1.06], [0.24, -0.55, 1.75], [-0.52, -0.87, 0.44], [-1.16, 1.12, -0.04], [-0.31, -0.35, -0.17], [0.06, -0.17, -0.17], [0.05, -0.24, 0.24], [-0.59, -0.28, -0.11], [0.47, -0.26, 0.47], [0.11, 0.35, -0.17], [-0.03, -0.29, 0.17], [0.22, 0.02, 0.11], [-0.08, 0.41, 0.12], [0.21, -0.53, -0.27], [-0.01, 0.02, -0.31], [-0.17, 0.32, -0.52], [0.21, -0.17, 0.07], [0.18, -0.74, -0.24], [0.24, -0.30, 0.08], [-0.02, 0.11, 0.45], [-0.25, 0.38, 0.03], [0.70, -0.59, 0.31], [0.26, -0.13, -0.49], [-1.06, -1.38, -0.09], [0.53, 1.89, 0.30], [-1.43, -0.87, 1.77], [-0.13, 0.73, -0.83], [1.33, -0.36, 1.00], [0.34, -0.58, 0.34], [-0.25, 0.32, -1.23], [0.64, 1.45, -0.28], [-0.79, -1.10, -0.01], [1.33, 0.04, -0.57], [0.99, -1.52, -0.08], [0.11, -0.21, -0.06], [-0.17, 0.24, -0.19], [-0.11, -0.05, 0.13], [0.15, 0.08, -0.54], [-0.75, -0.05, 0.05], [-0.21, 0.24, -0.13], [-0.50, 0.16, 0.34], [0.34, -0.35, -0.06], [0.13, 0.00, 0.11], [-0.32, -0.31, -0.07], [0.29, -0.14, 0.20], [0.05, 0.01, -0.55], [-0.39, 0.42, -0.44], [0.12, -0.04, 1.01], [0.19, 0.51, 0.34], [-0.23, 0.13, -0.33], [-0.30, 0.47, 0.33], [0.12, 0.30, -0.42], [-0.11, -0.03, -1.56], [-1.25, 1.27, -0.21], [-1.68, -3.15, -0.43], [0.06, -0.26, 0.17], [0.50, 1.04, -0.83], [1.40, -0.44, 1.89], [0.17, 1.43, 0.45], [-0.22, -0.47, -1.00], [0.84, 0.25, 0.32], [0.42, -0.21, 0.95], [-0.20, 0.79, 0.86], [0.38, 0.18, -0.01], [-0.03, -0.21, -0.68], [0.10, 0.01, -0.16], [0.23, -0.08, 0.83], [0.38, -0.67, -0.19], [0.33, 0.55, 0.18], [0.66, -0.37, -0.21], [-0.18, 0.52, -0.47], [0.06, -0.40, 0.24], [-0.06, -0.32, -0.28], [-0.08, 0.74, -0.16], [-0.48, 0.33, 0.63], [-0.37, 0.15, -0.41], [-0.31, 0.16, 0.37], [0.01, -0.44, -0.34], [0.51, -0.51, 0.41], [-0.83, -0.13, -0.24], [-0.30, 0.31, -0.09], [1.29, -0.56, -2.16], [1.04, -1.39, -1.48], [2.05, -0.08, -1.05], [-0.16, 1.40, 0.41], [0.54, 0.46, 1.01], [-1.58, 2.23, 1.32], [-0.05, 0.00, -0.21], [-1.09, -0.35, -0.35], [-0.64, -0.10, 0.61], [0.06, 0.26, 1.41], [-1.01, -0.60, 1.18], [-0.19, 0.00, -0.20], [-0.87, 0.18, -0.25], [0.24, -0.13, 0.09], [-0.11, -0.18, 0.06], [0.15, 0.10, -0.29], [-0.21, -0.34, 0.36], [0.04, -0.17, -0.23], [-0.46, -0.06, -0.07], [-0.02, -0.06, 0.21], [0.20, -0.51, -0.01], [0.28, -0.03, 0.07], [0.04, 0.35, 0.17], [-0.33, -0.06, -0.04], [0.03, 0.28, 0.07], [0.11, -0.50, -0.19], [0.29, 0.13, -0.32], [0.27, -0.14, -0.02], [0.03, -0.05, -0.15], [-0.84, -0.23, 0.37], [-1.16, 0.63, -0.66], [1.27, -0.69, 0.39], [-0.16, -1.21, -0.57], [-0.37, -0.30, 0.05], [0.35, 0.35, 0.19], [-0.48, 0.55, -0.02], [0.54, 0.42, 0.02], [1.93, 0.08, -0.71], [0.60, -0.03, 0.34], [-0.33, -0.58, -0.06], [0.04, -0.41, 0.27], [-0.34, 0.16, 0.50], [-0.13, 0.65, 0.00], [0.32, 0.12, 0.17], [0.26, 0.03, 0.06], [-0.29, 0.02, -0.33], [-0.50, -0.89, 0.15], [-0.37, 0.19, -0.39], [0.08, 0.41, -0.27], [0.10, 0.11, 0.06], [-0.24, -0.06, -0.48], [-0.53, -0.49, 0.28], [-0.01, 0.53, 0.26], [-0.11, -0.22, 0.27], [0.00, 0.24, 0.20], [0.09, -0.30, -0.39], [0.11, 0.37, 0.36], [0.18, 0.63, -0.03], [0.16, -0.14, 1.34], [-1.67, 0.10, -2.42], [0.05, 0.16, 1.93], [1.33, 0.83, 0.56], [0.65, 0.02, -2.18], [0.35, 0.02, -1.10], [0.40, 0.58, 0.41], [0.11, -0.35, 0.51], [0.31, -0.78, -0.72], [-0.22, -0.27, -0.37], [-0.10, -0.85, 1.46], [-0.83, -0.29, 0.00], [-0.15, 0.11, -0.31], [0.01, -0.43, 0.00], [0.01, -0.14, 0.16], [0.06, 0.15, 0.22], [-0.14, 0.07, -0.10], [-0.20, 0.09, 0.14], [0.19, -0.02, -0.51], [-0.37, -0.09, 0.14], [0.46, 0.40, 0.46], [0.13, 0.09, -0.26], [-0.28, -0.08, 0.20], [-0.74, 0.48, 0.18], [0.39, -0.12, -0.07], [-0.30, 0.61, 0.69], [0.69, 0.00, 0.10], [-0.82, -0.27, -0.54], [0.49, 0.26, -0.10]],
  "mulliken_charge": [0.067, -0.237, -0.618, -0.305, -0.364, -0.926, 1.037, -0.580, -0.591, 0.591, 0.309, 0.508, 0.576, 0.471, -1.050, -0.499, -0.236, -0.021, -0.476, -0.071, 0.979, -0.603, -0.557, 0.504, 0.408, 0.521, 0.818, 0.253, -0.200, -0.256, -0.353, -0.185, -0.186, -0.649, 0.921, -0.538, -0.561, 0.450, 0.350, 0.425, 0.424, 0.361, -0.408, -1.026, 1.302, -0.771, -0.855, 1.008, -0.875, -0.786, 1.506, 1.394, -0.719, 0.188, 0.323, -0.001, 0.152, 0.070, 0.370, 0.195, 0.244, 0.218, 0.063, 0.101, 0.451, -0.473, -1.516, 0.359, 0.330, 0.234, -0.262, -0.850, 0.231, 0.275, -1.113, -1.187, 0.356, -1.356, -0.637, 0.451, -1.111, -1.089, 0.404, 0.275, 0.326, 0.371, 0.338, 0.408, 0.356, 0.581, 0.410, 0.414, -0.112, 0.308, 0.344, 0.318, 0.342, 0.410, 0.366, 0.282, -0.888, 0.505, 0.050, -1.029, -1.048, 0.302, -0.964, -1.177, 0.714, -1.370, -1.038, 0.375, 0.348, 0.339, 0.476, 0.209, 0.333, 0.267, 0.421, 0.244, 0.381, 0.348, 0.388, 0.698, 0.144, 0.040, 0.290, 0.326, 0.360, -0.816, 0.316, 0.433, -1.185, -1.046, 0.383, -1.087, -0.708, 0.521, -1.372, -0.966, -0.030, 0.419, 0.557, 0.318, 0.308, 0.343, 0.357, 0.317, 0.330, 0.234, -0.050, 0.372, 0.282, 0.406, 0.539, 0.636, -0.101, 0.222, -0.879, 0.178, 0.491, -0.880, -0.057, 0.867, -1.706, -1.124, 0.242, -1.094, -0.809, 0.340, 0.024, 0.373, -0.342, -0.094, 0.357, 0.572, 0.488, 0.246, 0.242, 0.295, 0.434, 0.312, 0.331, 0.424, 0.457, 0.279, 0.068, -0.854, 0.137, 1.360, -0.944, 0.070, 0.277, -0.997, -0.993, 0.075, -0.690, -1.114, 0.337, -0.349, 0.415, 0.392, -0.553, -0.092, 0.311, 0.351, 0.285, 0.319, 0.379, 0.255, 0.258, 0.567, -0.084, 0.386, 0.327, 0.323]
}